Below is 18 unconnected molecules or ions with the total composition H37O18, with properties calculated with ωB97M-V/def2-TZVPD.

The geometry in XYZ format:
```
55
Properties=species:S:1:pos:R:3:forces:R:3
O -3.250 -2.572 -2.117 -0.8 -0.9 1.1
H 1.452 5.484 -0.270 0.3 0.6 0.1
H 4.579 0.685 0.261 1.5 0.7 0.9
O 5.158 0.980 1.016 -1.7 0.0 -0.5
H -3.837 -3.337 -2.071 -0.2 -0.3 -1.0
O 0.774 1.702 -1.219 1.0 2.7 2.1
H 1.216 2.327 -0.504 -1.5 -1.1 -2.6
H 1.524 1.129 -1.181 0.9 -1.5 -0.5
O -0.488 -2.889 -1.252 -4.3 -1.0 -2.3
H -0.604 -3.785 -1.623 -0.1 0.7 0.1
H 0.351 -2.879 -0.941 4.1 0.3 2.0
O -4.709 -0.936 0.505 0.5 -0.2 0.3
H -5.096 -0.540 1.295 -0.1 -0.1 -0.3
H -5.198 -0.611 -0.248 -0.3 0.3 -0.2
O -1.122 0.119 0.071 1.1 1.2 0.2
H -0.105 0.294 0.157 -1.3 -0.1 -0.4
H -1.302 0.791 -0.691 -0.6 -0.7 0.2
O -3.240 -0.412 -3.642 -0.3 3.2 0.3
H 0.128 2.606 0.630 0.3 -1.5 1.9
H -2.463 2.483 -2.235 0.1 -1.5 -0.4
O 0.720 0.941 4.123 0.3 -0.1 -0.1
H -0.084 0.442 4.201 -0.6 -0.6 -0.1
H 0.525 1.732 4.611 0.1 0.7 0.3
O 1.451 -2.058 0.311 0.6 -1.9 0.5
H 1.788 -2.735 0.927 -0.2 0.0 -0.5
H -3.277 -2.431 -1.158 0.8 0.9 0.1
O -2.302 1.509 -2.204 0.5 1.3 1.2
H -3.477 -1.165 -3.130 -0.4 -1.2 0.1
H -2.675 0.994 -2.955 -0.2 0.0 0.1
O 2.092 -1.091 2.925 -1.4 0.1 -0.5
H 2.963 -1.437 2.941 1.3 -0.3 0.2
H 2.044 -0.318 3.496 0.1 0.2 0.2
O 1.420 -0.668 -2.731 -0.9 -2.8 -0.1
H 1.475 -1.696 -2.643 -0.1 2.8 -0.3
H 0.489 -0.517 -2.461 0.6 0.0 -0.4
O 1.800 4.600 -0.223 1.5 -1.4 0.5
H 1.231 -1.404 0.953 -0.2 1.1 0.8
H 2.774 4.581 0.010 -1.9 0.6 -0.5
O -2.384 -1.607 4.911 1.9 0.5 0.2
H -3.130 -1.115 5.190 -1.7 0.4 0.2
H -1.698 -1.050 5.340 -0.1 -0.9 -0.4
O 2.634 2.302 2.506 1.6 -0.1 -1.0
H 2.817 3.009 3.116 -0.5 0.5 0.7
H 3.514 2.291 2.053 -0.9 -0.6 0.1
O -1.776 -2.074 -4.679 -0.5 -2.0 -0.3
H -2.015 -2.845 -5.237 0.6 0.7 0.0
H -2.214 -2.354 -3.849 0.7 0.5 -0.3
O 0.140 1.808 1.250 0.1 1.3 0.2
H -1.365 0.574 0.944 0.0 -0.5 -1.3
H 1.013 1.694 1.697 -0.5 0.9 -0.1
O 2.758 -0.229 -0.729 -1.0 1.4 2.7
H 3.421 -0.438 -0.078 0.5 -0.5 -1.0
H 2.728 -0.108 -1.664 1.2 -0.7 -1.4
H -3.227 -0.471 -4.590 0.0 -0.9 -0.2
H 6.059 0.696 0.887 0.2 -0.2 -0.4
```
Forces are in eV/Å.

Its net charge is +1. For the HOMO energy, the calculation gives -12.742 eV.



Below is 18 unconnected molecules or ions with the total composition H37O18, with properties calculated with ωB97M-V/def2-TZVPD.

The geometry in XYZ format:
```
55
Properties=species:S:1:pos:R:3:forces:R:3
O 0.185 -1.132 -0.124 2.6 -2.4 2.2
H 1.230 -1.474 -0.072 -1.7 1.1 -0.6
H -0.219 -1.844 0.645 -0.3 1.4 -1.2
O -0.569 1.160 0.586 -3.4 -2.3 0.6
H 0.119 -0.152 0.222 -0.6 -0.6 0.0
O -1.534 -3.116 -1.202 0.2 0.0 0.3
H -0.989 -2.338 -1.059 0.2 0.1 0.2
H -1.814 -2.923 -2.089 -0.6 -0.3 -0.8
O -2.845 -0.632 -2.273 -0.3 2.0 2.0
H -2.950 -0.106 -1.423 0.6 -2.1 0.1
H -3.083 0.211 -2.662 -0.2 0.1 -2.2
O 0.395 -4.761 1.655 1.1 -0.7 1.2
H -0.080 -5.567 1.475 -0.6 -0.5 -0.6
H 0.999 -5.103 2.354 -0.3 0.8 -0.5
O 4.464 -3.384 -1.630 2.3 0.7 1.3
H 4.269 -3.437 -2.547 -0.4 -0.2 -1.3
H 5.413 -3.052 -1.599 -1.7 -0.7 0.0
O -1.505 -2.282 -4.913 1.1 -1.0 2.3
H -1.530 -1.972 -5.776 0.0 0.8 -2.6
H -2.335 -2.042 -4.535 -1.0 0.3 0.4
O 2.889 -1.737 -0.208 -1.4 -2.8 2.8
H 3.397 -2.591 -0.291 -0.8 0.9 -0.1
H 3.261 -1.218 -0.849 1.4 2.2 -2.6
O -4.296 4.002 0.136 1.4 1.0 1.8
H -3.482 3.673 0.606 -1.2 0.2 -0.9
H -4.412 4.863 0.628 -0.2 -1.2 -1.0
O -1.204 -2.728 1.462 -1.2 0.1 -1.0
H -0.710 -3.447 1.857 1.0 -0.5 0.7
H -1.793 -3.288 0.883 0.5 1.3 0.0
O 1.062 2.825 -3.680 0.3 1.1 -0.5
H 0.473 2.083 -3.541 0.1 -0.4 0.3
H 1.613 2.938 -2.905 -0.2 -0.2 0.1
O 0.408 0.309 -3.388 -0.2 -2.3 -0.9
H -0.364 -0.291 -3.391 -0.1 0.6 0.4
H 0.934 -0.217 -4.039 0.0 1.1 0.6
O -1.781 1.188 3.214 -1.4 1.2 1.3
H -2.507 0.575 3.487 0.6 0.5 -0.5
H -2.061 2.041 3.674 0.7 -1.6 -0.9
O 3.858 2.905 2.458 0.8 -0.2 -2.0
H 4.468 3.062 1.681 -0.6 0.2 1.4
H 3.504 2.052 2.165 0.0 0.2 0.4
O 1.788 4.940 2.380 0.9 -1.4 0.9
H 2.543 4.304 2.244 -0.3 0.9 0.0
H 1.511 4.594 3.256 -0.2 0.7 -0.6
O 0.402 3.586 0.614 -0.2 2.0 -0.2
H -0.189 4.253 0.167 0.9 -1.2 0.5
H 0.993 4.182 1.190 -1.0 -0.8 -0.4
O -3.826 -0.748 2.171 0.8 -1.1 -0.8
H -2.941 -1.198 1.950 -2.3 0.5 0.2
H -4.598 -1.223 1.753 1.7 0.5 0.6
O 1.749 -0.038 2.455 -1.9 -1.5 0.2
H 2.342 0.672 2.350 0.6 1.2 0.0
H 0.854 0.313 2.658 0.9 0.0 -0.1
H -0.103 1.938 0.709 2.1 3.2 0.0
H -1.406 1.373 1.111 1.4 -1.1 -0.6
```
Forces are in eV/Å.

Its net charge is +1. For the HOMO energy, the calculation gives -12.615 eV.



Below is 19 unconnected molecules or ions with the total composition H38O19, with properties calculated with ωB97M-V/def2-TZVPD.

The geometry in XYZ format:
```
57
Properties=species:S:1:pos:R:3:forces:R:3
O -1.847 2.766 2.371 -1.2 -0.6 -0.6
H -2.718 2.333 2.391 -0.1 0.4 0.5
H -1.650 2.472 1.471 1.0 0.1 0.2
O -2.655 -1.377 -2.057 0.0 -0.1 0.2
H -1.691 -1.373 -2.041 0.0 0.0 0.1
H -2.905 -1.311 -1.124 0.1 -0.1 0.3
O 3.701 0.900 2.676 0.0 -0.2 0.1
H 3.064 0.414 3.214 -0.1 0.2 0.0
H 4.479 0.327 2.735 0.0 0.1 -0.2
O -1.026 -3.516 0.805 0.9 -1.1 -0.6
H -0.949 -4.471 0.657 -0.8 -0.2 0.6
H -0.243 -3.322 0.275 -0.2 1.0 0.0
O -0.050 1.671 4.083 1.7 -0.9 0.5
H 0.148 2.487 4.546 -0.7 0.1 -0.1
H -0.974 1.533 3.928 0.0 1.5 -0.4
O -3.184 1.466 0.273 0.5 0.5 0.3
H -3.029 2.391 0.044 -0.6 -0.1 -0.5
H -3.820 1.068 -0.327 0.0 0.2 -0.2
O -2.786 -1.026 0.780 -0.1 0.0 1.0
H -3.382 -1.123 1.536 -0.3 -0.4 -0.3
H -2.140 -0.453 1.218 0.3 -0.1 -0.6
O 4.404 -1.910 2.528 -0.8 -0.5 -1.2
H 3.504 -1.664 2.241 -0.2 0.5 0.8
H 4.463 -2.612 1.860 0.9 -0.2 0.5
O 0.374 -1.229 -0.211 0.4 -0.3 -0.7
H 0.708 -1.950 -0.795 -0.4 0.4 -0.3
H 1.220 -0.873 0.097 -0.6 0.4 0.9
O 2.274 -0.050 -2.236 0.9 -0.3 0.3
H 2.011 -0.290 -1.343 -0.4 0.2 -0.1
H 3.229 -0.198 -2.172 0.0 0.2 -0.4
O 2.748 3.370 -1.581 0.2 1.7 0.1
H 1.990 3.038 -2.062 0.3 -1.0 0.2
H 3.294 2.774 -1.071 -0.6 -0.8 -0.4
O 0.989 1.302 0.647 0.3 0.1 0.0
H 1.820 1.517 1.098 -0.2 0.0 0.0
H 0.994 1.789 -0.189 0.2 0.1 0.1
O 0.281 0.303 -4.665 -0.2 0.1 0.0
H 0.090 1.107 -4.178 0.6 0.3 0.0
H -0.623 -0.036 -4.662 -0.1 -0.6 -0.6
O -1.052 3.093 -3.043 0.3 -0.4 -0.7
H -0.395 2.392 -2.872 -0.5 0.4 0.2
H -1.117 3.556 -2.216 0.0 0.4 0.5
O -2.423 -0.197 -4.381 -0.5 -0.1 1.7
H -2.131 0.017 -3.467 0.6 0.8 -0.8
H -3.117 -0.734 -3.961 -0.3 -0.5 -1.2
O -0.257 0.873 -1.826 -1.3 -0.9 3.0
H -0.028 0.242 -1.075 1.5 -0.5 -1.5
H -1.025 1.018 -1.227 -0.8 1.2 -1.3
O 1.345 -3.177 -1.623 -0.5 -0.8 0.1
H 0.595 -3.640 -2.021 0.1 0.0 -0.1
H 1.969 -3.068 -2.336 0.4 0.3 -0.4
O -2.024 -0.453 4.012 -0.2 0.0 0.0
H -1.844 0.477 4.190 -0.4 -0.7 0.2
H -1.806 -0.887 4.845 0.0 0.0 -0.1
O 1.431 -1.779 2.036 0.8 -0.2 0.6
H 0.942 -2.349 1.440 -0.3 0.0 0.1
H 0.825 -1.631 2.765 -0.1 0.1 0.2
```
Forces are in eV/Å.

For the HOMO energy, the calculation gives -10.077 eV.



Below is 19 unconnected molecules or ions with the total composition H38O19, with properties calculated with ωB97M-V/def2-TZVPD.

The geometry in XYZ format:
```
57
Properties=species:S:1:pos:R:3:forces:R:3
O 0.772 -1.211 0.859 1.9 -1.9 -2.3
H 1.695 -1.178 0.360 -2.9 -0.2 1.9
H 0.917 -1.169 1.807 0.4 0.0 -0.4
O 1.092 0.542 -3.659 3.8 -4.3 -0.6
H 0.276 0.476 -4.035 -3.5 -0.4 -1.6
H 1.104 1.376 -3.324 0.0 3.3 1.3
O 3.298 2.589 2.066 1.0 -0.1 0.2
H 4.152 2.121 1.926 -1.1 0.3 0.0
H 3.388 3.415 1.584 -0.1 0.1 -0.3
O -4.159 0.066 -0.499 1.5 -0.4 2.5
H -3.405 -0.317 0.134 -2.3 1.0 -2.1
H -4.140 -0.602 -1.180 -0.5 0.0 -0.2
O -2.319 -0.344 3.334 -0.4 2.3 0.0
H -2.049 -0.955 3.985 0.7 -1.9 0.9
H -2.397 0.428 3.942 -0.2 -0.5 -0.6
O 4.472 0.506 0.144 2.3 -2.0 0.5
H 5.364 0.695 -0.214 -0.5 1.0 -0.2
H 4.763 -0.434 0.372 -1.4 1.3 0.0
O -1.917 2.542 2.959 2.6 0.8 2.4
H -2.212 1.670 2.843 -1.4 -0.7 -1.6
H -2.154 3.365 2.579 -1.2 0.0 -1.1
O -0.667 -3.387 3.985 2.2 -0.1 -1.1
H -1.358 -3.407 3.322 -0.3 -0.2 -0.3
H 0.178 -3.551 3.442 -2.0 0.3 1.3
O -3.595 -2.715 -2.376 -0.6 1.2 -1.4
H -3.570 -1.992 -1.748 0.4 -0.8 1.1
H -3.498 -2.031 -3.100 0.1 -1.8 0.1
O -1.874 -4.317 0.299 -1.4 -0.4 0.1
H -0.975 -4.001 0.319 0.2 0.2 -0.9
H -2.334 -4.300 -0.576 1.3 0.4 0.8
O -1.693 -0.489 0.075 -0.1 0.4 1.3
H -1.055 -1.177 0.253 0.7 -0.6 0.2
H -1.687 -0.011 0.906 0.3 0.4 0.5
O -0.071 2.270 -2.440 1.8 1.5 1.4
H -0.626 2.993 -2.741 0.2 0.4 0.2
H 0.824 2.621 -2.005 -3.2 -0.4 -1.2
O -2.294 -0.584 -2.204 1.9 -0.1 -1.5
H -1.412 -0.546 -1.767 -1.1 -0.2 -0.8
H -2.688 0.216 -1.896 -0.4 1.0 0.2
O -2.725 3.081 -1.100 -0.3 1.9 0.2
H -3.481 3.452 -0.615 0.3 -0.1 -0.4
H -2.806 2.165 -0.945 -0.1 -1.8 0.3
O 1.987 3.511 -0.572 0.0 -1.8 0.1
H 1.094 3.665 -0.254 -0.2 0.5 0.1
H 1.952 2.488 -0.543 0.4 1.8 -0.2
O 3.545 -0.685 -2.189 3.1 3.8 -1.7
H 3.819 0.054 -1.576 -1.3 -1.9 -0.5
H 3.065 -1.384 -1.873 -1.8 -2.1 1.9
O 3.193 -3.092 -0.504 -0.6 -1.9 0.2
H 3.905 -2.935 0.081 1.6 1.5 0.8
H 3.191 -4.047 -0.266 -1.0 0.4 -1.0
O 1.169 1.044 -0.647 0.0 -1.0 1.5
H 1.125 0.859 0.333 -0.2 -0.2 -1.2
H 0.476 0.495 -1.060 0.6 0.7 0.1
O 1.564 0.602 2.048 -0.5 3.5 3.6
H 1.794 1.610 2.059 0.4 -2.2 -0.1
H 1.127 0.558 2.976 0.9 0.0 -2.2
```
Forces are in eV/Å.

For the HOMO energy, the calculation gives -10.086 eV.



One value per record, in order, for ΔE to the lowest compared entry with this formula, charge and spin: 577.19; 402.73; 495.08; 715.10 kJ/mol.
One value per record, in order, for Kohn-Sham gap: 0.375; 0.368; 0.356; 0.352 hartree.